ORCA calculation (ωB97M-V/def2-TZVPD) on a molecular structure, C9H21CoIN6.

Values from the calculation:
- 2S+1 = 4
- <S²> = 3.757
- E_HOMO (alpha / beta) (eV) = -14.4 / -14.4
- Kohn-Sham gap (alpha / beta) (eV) = 8.6 / 7.9
- total charge = +2

The geometry in XYZ format:
```
38
Properties=species:S:1:pos:R:3:forces:R:3:mulliken_charge:R:1
Co 0.181 0.076 0.011 0.101 -0.143 0.008 0.341
N -1.336 1.554 0.004 -0.035 0.032 -0.017 -0.420
C -2.617 0.899 0.399 -0.030 0.043 -0.012 -0.720
C -2.729 -0.443 -0.300 -0.048 0.015 -0.007 -0.758
N -1.548 -1.276 0.006 -0.113 0.087 0.052 1.075
C -1.683 -1.923 1.332 -0.103 -0.083 0.007 -0.986
C -0.347 -1.976 2.041 0.034 -0.123 0.056 -0.632
N 0.202 -0.603 2.063 0.078 0.089 -0.001 -0.426
C -1.295 -2.294 -1.030 -0.022 -0.125 -0.042 -0.753
C -0.802 -1.665 -2.320 -0.055 -0.026 -0.062 -0.957
N 0.266 -0.680 -2.019 0.164 0.047 0.000 -0.454
H -1.165 2.346 0.620 0.008 -0.019 -0.008 0.290
H -1.453 1.970 -0.919 0.006 -0.017 0.022 0.271
H -3.476 1.526 0.156 0.027 -0.023 0.000 0.472
H -2.604 0.781 1.482 -0.004 -0.012 -0.007 0.350
H -2.777 -0.283 -1.377 -0.001 0.022 0.002 0.324
H -3.657 -0.949 -0.016 0.016 0.017 0.007 0.363
H -2.110 -2.924 1.230 -0.002 0.012 0.020 0.337
H -2.386 -1.345 1.933 0.018 0.010 0.023 0.403
H 0.359 -2.615 1.506 -0.017 -0.001 0.003 0.332
H -0.465 -2.388 3.045 -0.013 0.001 -0.039 0.482
H 1.125 -0.590 2.490 -0.007 -0.011 -0.003 0.308
H -0.379 -0.033 2.677 0.053 0.029 -0.036 0.198
H -2.191 -2.896 -1.215 0.022 0.015 -0.030 0.321
H -0.530 -2.971 -0.643 0.003 0.002 -0.003 0.468
H -1.601 -1.147 -2.847 -0.018 -0.022 0.031 0.414
H -0.440 -2.442 -2.994 -0.035 -0.004 0.013 0.453
H 0.238 0.052 -2.725 0.088 0.006 0.033 0.242
H 1.182 -1.111 -2.133 -0.030 -0.006 0.015 0.307
I 6.234 -0.888 0.758 0.027 -0.021 0.015 0.253
C 4.465 0.019 0.250 -0.127 0.193 -0.050 -0.808
C 4.286 1.204 -0.443 0.071 -0.171 0.060 0.025
N 2.965 1.403 -0.559 -0.131 0.038 0.013 -0.247
N 2.253 0.428 0.042 -0.132 0.275 -0.029 0.236
C 3.166 -0.414 0.534 0.080 -0.029 -0.090 -0.246
H 4.994 1.907 -0.849 0.058 -0.011 0.000 0.490
H 2.507 2.207 -0.957 0.043 -0.045 0.021 0.165
H 2.866 -1.311 1.050 0.026 -0.043 0.033 0.489
```
Forces are in eV/Å.


ORCA calculation (ωB97M-V/def2-TZVPD) on a molecular structure, C24H24ClNPPr in a non-equilibrium geometry.

Values from the calculation:
- 2S+1 = 3
- <S²> = 2.004
- E_HOMO (alpha / beta) (eV) = -14.5 / -14.5
- Kohn-Sham gap (alpha / beta) (eV) = 6.7 / 7.2
- total charge = +2

The geometry in XYZ format:
```
52
Properties=species:S:1:pos:R:3:forces:R:3:mulliken_charge:R:1
Pr -1.487 -1.511 -0.395 -1.122 -0.877 0.681 1.373
Cl -0.988 -3.859 0.315 0.151 0.382 -0.244 -0.354
P 0.810 0.099 -0.366 1.478 0.631 -0.899 0.754
C 2.381 0.257 0.513 0.325 -0.283 0.611 0.414
C 3.104 1.465 0.507 -0.062 -0.299 -0.097 -0.618
C 4.352 1.526 1.135 -0.085 -0.176 0.002 -0.531
C 4.881 0.400 1.773 -0.388 0.017 -0.105 -0.576
C 4.122 -0.776 1.850 -0.037 0.029 -0.123 -0.553
C 2.873 -0.853 1.233 0.098 0.352 -0.119 -0.649
C 1.040 -1.249 -1.642 -0.047 0.552 -0.432 0.437
C -0.032 -1.519 -2.559 0.864 -0.824 0.386 -0.317
C 0.027 -2.697 -3.328 -0.243 0.670 -0.377 -0.628
C 1.237 -3.388 -3.434 0.006 -0.446 0.253 -0.637
C 2.330 -3.033 -2.638 -0.069 0.091 -0.387 -0.562
C 2.230 -1.978 -1.732 -0.397 -0.165 0.171 -0.415
C 0.754 1.525 -1.485 -0.767 0.210 -0.102 0.240
C -0.383 2.347 -1.416 0.253 -0.171 -0.217 -0.389
C -0.520 3.406 -2.309 0.041 0.299 -0.181 -0.635
C 0.476 3.669 -3.262 -0.192 -0.257 0.346 -0.517
C 1.593 2.828 -3.349 -0.033 -0.193 0.169 -0.738
C 1.733 1.750 -2.467 -0.226 0.185 -0.191 -0.035
H -0.864 -0.795 -2.706 0.423 -0.295 -0.081 0.708
H -0.867 -3.028 -3.872 0.602 0.263 -0.104 0.475
H 1.331 -4.223 -4.141 -0.152 0.330 0.460 0.415
H 3.268 -3.582 -2.728 -0.270 0.184 -0.016 0.448
H 3.076 -1.695 -1.100 -0.308 -0.244 -0.180 0.472
H 2.710 2.339 -0.016 0.183 -0.271 0.229 0.415
H 4.914 2.459 1.115 -0.136 -0.258 -0.019 0.427
H 5.879 0.438 2.214 -0.369 0.004 -0.068 0.415
H 4.511 -1.644 2.380 -0.071 0.207 -0.124 0.418
H 2.296 -1.784 1.267 0.237 0.279 0.087 0.449
H -1.156 2.130 -0.667 0.249 0.287 -0.231 0.324
H -1.411 4.032 -2.258 0.292 -0.102 -0.047 0.430
H 0.376 4.521 -3.941 0.004 -0.375 0.249 0.414
H 2.347 2.999 -4.124 -0.261 -0.052 0.370 0.414
H 2.582 1.071 -2.565 -0.156 0.220 0.072 0.449
H 0.112 1.659 3.142 0.019 -0.033 0.012 0.036
H -0.048 2.234 2.701 -0.008 0.021 -0.037 -0.031
N -2.417 -1.568 1.934 0.521 -0.505 -0.727 -0.574
C -3.578 -0.825 2.388 0.254 0.023 -0.276 0.855
C -4.809 -1.468 2.450 -0.047 0.145 0.264 -0.511
C -5.898 -0.760 2.973 0.267 0.071 -0.043 -0.570
C -5.739 0.569 3.386 0.229 -0.125 -0.211 -0.527
C -4.515 1.227 3.184 -0.109 -0.161 -0.159 -0.607
C -3.415 0.527 2.670 -0.492 0.193 0.148 -0.355
H -2.468 -2.586 2.058 -0.308 0.429 0.280 0.401
H -1.541 -1.291 2.374 -0.239 0.169 0.651 0.338
H -4.886 -2.514 2.131 -0.111 0.387 0.264 0.349
H -6.864 -1.257 3.063 0.256 0.160 0.023 0.392
H -6.576 1.095 3.849 0.299 -0.132 -0.266 0.399
H -4.431 2.292 3.404 0.028 -0.377 0.054 0.385
H -2.450 1.021 2.491 -0.371 -0.170 0.279 0.282
```
Forces are in eV/Å.


ORCA calculation (ωB97M-V/def2-TZVPD) on C2H3NO4S in the gas phase in a non-equilibrium geometry.

Values from the calculation:
- E_HOMO (eV) = -9.2
- Kohn-Sham gap (eV) = 9.4
- total charge = 0

The geometry in XYZ format:
```
11
Properties=species:S:1:pos:R:3:forces:R:3:mulliken_charge:R:1
C -2.530 -1.105 -0.281 0.403 1.376 0.136 0.677
C -1.947 0.055 0.132 -2.645 0.757 -0.557 -0.359
N 0.340 0.161 -0.270 -0.688 -1.837 0.759 -0.282
O -3.124 -1.997 -0.738 0.634 0.591 0.541 -0.331
O 2.030 -1.580 -1.088 -0.316 -0.442 0.189 -0.564
O 1.879 -1.332 1.351 1.380 -0.830 -0.004 -0.499
O -0.711 0.162 0.740 -0.404 -0.100 -0.644 -0.245
S 1.022 -1.495 -0.043 1.011 2.125 -0.663 0.745
H -2.656 1.024 0.024 1.893 -2.452 0.238 0.229
H 2.797 -1.776 1.272 -2.080 1.028 -0.189 0.361
H 0.856 1.009 -0.070 0.811 -0.215 0.194 0.267
```
Forces are in eV/Å.


ORCA calculation (ωB97M-V/def2-TZVPD) on 3 unconnected molecules or ions with the total composition C13H22BN2O10S2.

Values from the calculation:
- E_HOMO (eV) = -5.5
- Kohn-Sham gap (eV) = 7.7
- total charge = -1

The geometry in XYZ format:
```
50
Properties=species:S:1:pos:R:3:forces:R:3:mulliken_charge:R:1
N 4.786 -0.177 0.308 -0.081 -0.309 0.115 -0.733
C 3.361 -0.463 0.598 0.048 0.060 -0.219 -0.092
C 2.497 0.800 0.631 0.125 -0.388 0.365 -1.065
C 1.026 0.411 0.604 -0.060 0.182 0.027 1.003
C 0.524 0.065 -0.834 0.356 -0.182 0.187 -0.639
O -0.410 1.057 -1.140 -0.373 -0.119 -0.354 -0.724
B -1.015 1.399 0.186 0.338 -0.154 -0.313 1.163
C -1.976 0.155 0.662 -0.070 0.209 0.000 0.348
C -1.918 -0.380 1.941 -0.064 -0.076 -0.074 -0.395
C -2.716 -1.469 2.259 0.011 -0.158 0.516 -0.520
C -3.564 -2.003 1.309 -0.009 0.035 -0.002 -0.381
N -3.661 -1.505 0.077 0.006 -0.125 -0.110 -0.657
C -2.874 -0.467 -0.209 0.020 0.117 -0.113 -0.533
O 0.184 1.452 1.057 0.050 0.073 0.058 -0.822
H 5.343 -0.372 1.131 0.009 0.152 -0.001 0.262
H 5.115 -0.840 -0.384 0.028 0.084 -0.037 0.261
H 3.257 -0.994 1.552 -0.041 0.026 -0.045 0.310
H 2.979 -1.149 -0.166 0.006 0.107 0.011 0.203
H 2.706 1.327 1.568 -0.020 0.195 -0.162 0.199
H 2.762 1.440 -0.215 -0.093 0.057 0.083 0.216
H 0.900 -0.460 1.270 0.010 -0.045 -0.130 -0.212
H 0.104 -0.955 -0.848 -0.206 0.129 -0.007 0.085
H 1.344 0.055 -1.567 -0.041 0.176 0.068 0.452
H -1.639 2.453 0.095 0.048 0.050 0.151 -0.390
H -1.233 0.043 2.670 -0.013 0.023 -0.039 0.425
H -2.672 -1.920 3.247 -0.074 0.042 -0.004 0.585
H -4.181 -2.868 1.548 -0.038 0.075 -0.064 0.368
H -2.939 -0.089 -1.229 -0.055 -0.065 0.044 0.376
C -0.314 -3.697 1.804 -0.133 -0.129 -0.292 -0.114
C -0.032 -5.180 1.924 0.043 0.005 0.262 -0.407
O 1.044 -5.408 1.002 -0.095 0.046 -0.106 -0.334
S 1.996 -4.122 0.958 -0.069 0.022 0.028 1.086
O 3.110 -4.322 1.818 0.044 0.037 -0.007 -0.591
O 2.192 -3.769 -0.401 0.053 -0.052 -0.023 -0.553
O 0.995 -3.114 1.666 0.036 -0.097 0.144 -0.210
H -0.901 -3.461 0.916 -0.002 0.048 0.010 0.218
H -0.807 -3.288 2.678 0.174 0.147 0.033 0.227
H -0.882 -5.797 1.644 0.073 -0.036 -0.150 0.310
H 0.306 -5.449 2.927 -0.021 0.016 0.008 0.311
C -1.753 4.729 -2.027 -0.226 -0.130 0.012 -0.198
C -0.988 3.709 -2.838 0.234 -0.118 0.312 -0.158
O -0.907 4.314 -4.154 -0.175 0.050 0.003 -0.342
S -0.802 5.889 -4.022 -0.039 -0.108 0.107 1.098
O 0.553 6.309 -4.119 0.011 0.086 -0.028 -0.565
O -1.786 6.477 -4.864 0.017 0.023 -0.082 -0.562
O -1.251 6.000 -2.500 0.116 -0.025 -0.001 -0.353
H -2.825 4.687 -2.225 0.004 -0.002 -0.011 0.285
H -1.568 4.634 -0.962 0.103 0.106 -0.013 0.240
H -1.490 2.750 -2.897 0.043 -0.008 -0.158 0.218
H 0.019 3.561 -2.450 -0.011 -0.052 -0.002 0.303
```
Forces are in eV/Å.


ORCA calculation (ωB97M-V/def2-TZVPD) on a molecular structure, C18H17Co2N2O6 in a non-equilibrium geometry.

Values from the calculation:
- E_HOMO (eV) = -3.3
- Kohn-Sham gap (eV) = 6.3
- total charge = -1

The geometry in XYZ format:
```
45
Properties=species:S:1:pos:R:3:forces:R:3:mulliken_charge:R:1
O 2.887 1.818 1.395 -0.841 -0.359 0.018 -0.453
C 1.966 1.203 1.059 1.275 0.599 -0.673 -0.024
Co 0.654 0.221 0.545 -0.682 -0.235 0.876 1.012
C 1.125 -0.871 1.902 0.167 -0.418 1.233 -0.088
O 1.634 -1.520 2.717 -0.658 0.771 -0.837 -0.454
C -0.508 1.453 0.066 -0.936 2.035 0.402 -0.174
O -1.120 2.383 -0.266 0.619 -1.058 0.134 -0.466
C 1.167 -0.474 -1.139 2.917 -0.093 0.463 0.601
C 1.876 0.383 -2.097 0.014 -0.449 -0.394 -0.046
C 1.222 1.498 -2.647 0.259 -0.113 -0.110 -0.148
C 1.922 2.432 -3.398 0.056 -0.369 -0.034 -0.819
C 3.282 2.238 -3.660 0.322 -0.164 0.035 -0.373
C 3.935 1.094 -3.173 -0.318 -0.079 -0.050 -0.612
C 3.228 0.155 -2.420 -0.239 0.340 0.022 -0.297
C 1.415 -1.764 -0.590 4.708 0.675 -0.265 0.626
C 2.336 -2.489 0.077 0.333 -0.662 -1.453 -0.805
Co -0.273 -1.556 -0.968 -4.974 -0.376 -0.494 0.304
C -1.779 -0.537 -1.004 -2.122 -0.250 -0.684 0.249
O -2.857 -0.141 -1.172 2.081 -0.304 0.542 -0.433
C -0.514 -3.018 -0.033 -1.007 -1.570 2.087 0.045
O -0.599 -4.006 0.562 0.392 1.291 -1.030 -0.383
C -0.457 -2.486 -2.429 0.152 -0.980 -2.451 0.073
O -0.528 -3.229 -3.313 0.013 1.007 1.230 -0.426
H 0.153 1.609 -2.476 0.245 0.103 0.050 0.352
H 1.391 3.296 -3.789 0.172 -0.073 -0.018 0.372
H 3.832 2.956 -4.269 -0.123 -0.119 0.201 0.346
H 4.994 0.902 -3.383 -0.408 0.223 -0.034 0.355
H 3.699 -0.764 -2.066 -0.060 0.320 0.020 0.366
H 2.215 -3.569 0.236 -0.081 0.589 0.428 0.186
H 3.310 -2.034 0.290 -0.177 -0.309 -0.186 0.272
C -2.055 -1.384 2.112 -0.263 0.507 -0.079 -1.508
N -2.213 0.063 2.139 1.038 0.183 -0.757 1.314
C -1.430 0.798 3.133 0.136 -0.573 0.226 -0.953
N -3.593 0.313 2.219 -1.725 -0.377 1.241 -0.910
C -4.021 1.668 1.985 -0.064 -0.251 -0.452 -0.909
H -1.035 -1.664 2.385 -0.421 -0.040 -0.152 0.242
H -2.796 -1.855 2.773 0.172 -0.064 0.363 0.467
H -2.293 -1.716 1.090 0.235 -0.099 0.460 0.250
H -1.236 0.174 4.025 -0.257 0.303 0.097 0.231
H -0.441 1.038 2.703 -0.620 -0.069 0.188 0.200
H -1.924 1.738 3.414 0.132 -0.424 -0.027 0.240
H -4.103 -0.369 1.658 0.466 0.453 -0.071 0.266
H -3.669 2.077 1.030 0.141 0.162 0.047 0.241
H -5.117 1.642 1.961 0.216 0.184 0.155 0.377
H -3.677 2.291 2.817 -0.287 0.134 -0.268 0.293
```
Forces are in eV/Å.


ORCA calculation (ωB97M-V/def2-TZVPD) on C6H14O2 in the gas phase in a non-equilibrium geometry.

Values from the calculation:
- E_HOMO (eV) = -9.3
- Kohn-Sham gap (eV) = 10.1
- total charge = 0

The geometry in XYZ format:
```
22
Properties=species:S:1:pos:R:3:forces:R:3:mulliken_charge:R:1
C 0.231 -0.237 0.134 1.190 3.173 -1.492 1.181
C -2.306 -0.721 0.298 1.217 1.696 -0.304 -0.593
C -1.120 0.400 -0.059 -2.452 -2.960 0.810 -0.914
C 1.182 1.127 0.043 0.211 -1.547 0.779 -0.657
C 0.554 -1.261 -0.942 0.094 0.209 0.427 -1.773
C 2.646 0.888 -0.298 -0.228 -0.093 -0.023 -1.331
O 0.361 -0.858 1.372 -0.045 0.072 0.997 -0.619
O -3.220 -0.097 1.194 -0.651 -0.168 -0.379 -0.543
H -0.088 -0.314 2.048 0.345 -0.345 -0.432 0.434
H -3.871 0.406 0.690 0.144 -0.040 0.102 0.309
H -2.738 -1.097 -0.637 -0.329 0.243 0.170 0.303
H -1.967 -1.600 0.852 0.538 0.333 -0.208 0.350
H -1.259 0.775 -1.071 0.064 -0.013 -0.008 0.485
H -1.296 1.203 0.657 0.122 0.068 0.014 0.443
H 0.796 1.921 -0.598 -0.396 -0.349 -0.224 0.382
H 1.144 1.536 1.056 -0.155 -0.034 0.069 0.363
H 1.542 -1.677 -0.765 0.158 -0.029 -0.064 0.403
H -0.154 -2.085 -0.896 -0.149 -0.072 -0.046 0.432
H 0.524 -0.803 -1.926 0.008 0.010 -0.107 0.334
H 2.764 0.714 -1.366 0.133 -0.133 -0.075 0.294
H 3.026 0.026 0.249 0.123 -0.029 -0.003 0.314
H 3.250 1.756 -0.035 0.059 0.009 -0.005 0.404
```
Forces are in eV/Å.


no.,calculated total energy (hartree)
1,-2364.0491
2,-2301.7273
3,-831.7508
4,-2191.7878
5,-4022.4714
6,-387.4569